Entry 1:
Below is a 2-piece molecular cluster, C4H9NO overall, with properties calculated with ωB97M-V/def2-TZVPD.

The charge is 0. As for the gap between HOMO and LUMO: 8.957 eV. The calculation puts the energy relative to the best compared isomer or geometry (same formula, charge and spin) at 308.0 kJ/mol. For the electronic energy, the calculation gives -7829.12818 eV.

Each line ends with the Löwdin charge.
Atoms and positions in Å:
C: -1.4824 -0.3170 1.7435  -0.050
C: 0.4313 -0.5888 -0.8905  -0.093
C: -0.4695 -0.1540 -2.0006  -0.135
N: 1.2323 0.4016 -0.5116  -0.014
C: 2.1507 0.2980 0.5681  -0.301
O: 2.2519 -0.6445 1.2974  0.079
H: -2.3470 -0.9353 1.9959  0.018
H: -1.8294 0.6266 1.3103  0.019
H: -0.9071 -0.1093 2.6492  0.021
H: -0.8456 -0.8522 1.0341  -0.022
H: -0.2501 -0.7796 -2.8755  0.076
H: -0.4171 0.9099 -2.3003  0.065
H: -1.5031 -0.3961 -1.7225  0.074
H: 1.2226 1.3258 -0.9599  0.131
H: 2.7626 1.2149 0.6623  0.130

Entry 2:
Below is C25H36BeBr4F7K2NO11P as an isolated structure, with properties calculated with ωB97M-V/def2-TZVPD.

The charge is +1. As for the gap between HOMO and LUMO: 1.522 eV. For the electronic energy, the calculation gives -392031.90757 eV.

Each line ends with the Löwdin charge.
Atoms and positions in Å:
C: -3.1179 -4.5933 -4.7394  -0.082
C: -4.2802 -3.6031 -5.0847  -0.368
C: -3.8485 -2.0517 -5.1720  -0.172
C: -2.7311 -1.6422 -4.1513  -0.324
O: -1.4174 -1.9826 -4.6914  -0.432
P: -0.1556 -1.7977 -3.5417  0.967
C: 1.2545 -0.6870 -4.1774  -0.470
F: 2.2289 -0.6698 -3.0930  -0.361
F: 0.8424 0.6921 -4.2869  -0.009
C: 1.9898 -1.2558 -5.5486  -0.357
F: 2.7968 -2.4489 -5.3510  -0.301
F: 2.8128 -0.2570 -6.0052  0.098
C: 0.9843 -1.6392 -6.7007  -0.485
F: -0.0261 -0.7544 -6.8864  0.153
F: 1.7073 -1.6329 -7.8690  0.145
F: 0.5726 -2.9263 -6.5307  0.131
H: -2.2274 -4.4638 -5.4132  0.095
H: -3.4660 -5.6517 -4.8542  0.093
H: -2.7199 -4.4691 -3.6936  0.090
H: -5.1834 -3.7322 -4.3852  -0.028
H: -4.6638 -3.8976 -6.1433  0.116
H: -4.7742 -1.4202 -4.8749  0.076
H: -3.6172 -1.7479 -6.2266  0.146
H: -2.7691 -0.4810 -4.0884  0.012
H: -2.9227 -2.0265 -3.0857  0.127
H: 0.4370 -3.0906 -3.4091  0.025
K: -6.5317 -2.9624 -5.0191  0.995
C: -5.7398 2.5367 -4.7152  -1.527
Br: -6.5690 1.6868 -6.2479  0.459
Br: -6.7273 2.2092 -3.0858  0.616
Br: -3.8841 2.0277 -4.5431  0.669
H: -5.7624 3.6087 -4.8919  0.000
Br: 3.8475 -1.8847 -3.6890  0.515
Be: -9.1654 1.6224 -5.9595  0.194
C: -2.3486 5.4028 -4.3165  -0.972
O: -2.6925 5.3869 -5.4989  0.139
O: -3.1366 5.4882 -3.3361  0.166
O: -1.1603 5.3106 -3.9066  0.201
N: -11.9340 3.9214 -3.3718  0.059
C: -10.6706 3.5492 -3.1509  -0.195
C: -9.6379 4.4366 -2.8928  -0.104
C: -9.9294 5.7914 -2.8652  -0.076
C: -11.2319 6.2025 -3.0931  -0.066
C: -12.1920 5.2321 -3.3388  -0.144
H: -10.4910 2.4789 -3.1857  0.070
H: -8.6324 4.0754 -2.7186  0.015
H: -9.1499 6.5180 -2.6680  0.109
H: -11.4983 7.2510 -3.0803  0.105
H: -13.2262 5.5045 -3.5194  0.106
K: -1.4271 0.2162 -2.1849  0.757
C: 2.4718 -0.2693 4.1232  -0.023
C: 1.4919 -0.8383 3.1230  -0.325
C: 1.3254 0.0022 1.8887  -0.100
O: -0.0175 -0.2995 1.4925  0.029
C: -0.6900 -0.6634 2.6225  -0.558
O: -1.8722 -0.7928 2.6820  0.155
O: 0.1599 -0.8535 3.6587  0.103
H: 2.1060 0.6708 4.5403  0.093
H: 2.5966 -0.9523 4.9616  0.067
H: 3.4491 -0.0998 3.6671  0.097
H: 1.7668 -1.8672 2.8705  0.162
H: 2.0303 -0.2686 1.1027  0.142
H: 1.4001 1.0767 2.0779  0.143
C: 3.5770 1.8492 7.9223  -0.018
C: 3.8802 0.3744 7.8620  -0.490
O: 3.3427 -0.3476 7.0487  0.050
C: 4.8775 -0.1673 8.8520  -0.018
H: 2.8444 2.0994 7.1546  0.078
H: 3.1617 2.1040 8.8989  0.089
H: 4.4868 2.4238 7.7394  0.089
H: 4.5188 -0.0018 9.8695  0.089
H: 5.8444 0.3190 8.7087  0.089
H: 4.9974 -1.2391 8.6934  0.079
C: 11.9098 -2.4098 7.0096  -0.066
C: 11.0760 -1.2437 7.5022  -0.212
O: 10.0202 -0.9379 6.5804  0.035
C: 8.9575 -1.7448 6.6362  -0.604
O: 8.8116 -2.6779 7.3821  0.124
O: 8.0871 -1.3507 5.6971  0.003
C: 6.9370 -2.1878 5.5867  -0.041
H: 12.2692 -2.2224 5.9955  0.083
H: 12.7666 -2.5740 7.6647  0.081
H: 11.3228 -3.3287 6.9752  0.075
H: 11.7005 -0.3520 7.5665  0.122
H: 10.6753 -1.4299 8.5005  0.124
H: 6.4477 -2.3189 6.5519  0.088
H: 7.2187 -3.1542 5.1662  0.101
H: 6.2355 -1.7058 4.9077  0.088